{"formula": "C12H19NO2", "method": "ωB97M-V/def2-TZVPD", "species": ["H", "H", "H", "H", "H", "C", "H", "N", "H", "H", "H", "C", "C", "H", "H", "C", "H", "C", "C", "O", "C", "H", "H", "H", "H", "C", "O", "H", "H", "C", "C", "C", "H", "C"], "xyz": [[2.2483, -3.1734, -0.5275], [2.1848, 1.7382, 0.7247], [-0.6902, 1.3748, 0.9671], [-1.9558, 2.6554, -3.0681], [1.6671, -0.6843, 1.6827], [0.8873, -2.4433, 0.6372], [-0.0002, -4.2242, -0.2350], [0.4478, 2.4063, -0.5634], [2.3967, 3.1029, -0.4775], [-2.3628, 3.4005, -1.5032], [-3.0600, -0.1408, 1.9686], [0.7811, -1.3210, 1.4228], [2.5047, 1.1304, -1.4842], [1.8360, 0.3587, -1.8754], [-1.1960, 3.8764, -2.7676], [-1.6610, -1.8563, 1.4742], [-3.8926, -1.7560, 1.8663], [-0.4958, 2.4346, 0.5845], [-0.1407, -3.2916, 0.2589], [2.1058, -2.7113, 0.3616], [-0.2950, 2.3219, -1.7151], [-0.6510, -0.2944, 2.4771], [2.8808, 1.6579, -2.2748], [-0.1139, 3.0221, 1.3775], [-2.1528, -3.7434, 0.5968], [1.8014, 2.0180, -0.3952], [0.3408, 1.7151, -2.5196], [-2.9546, -1.4180, 3.1691], [-1.3682, 2.9416, 0.2789], [-0.5693, -1.0697, 1.8251], [-2.9500, -1.2224, 2.1442], [-1.5434, 3.1941, -2.1940], [3.2834, 0.8299, -0.8350], [-1.4538, -2.9610, 0.7189]], "forces_ev_per_angstrom": [[-0.490, 0.796, 1.997], [-1.932, 0.158, -2.610], [-0.003, 1.433, -0.522], [-0.199, -0.838, 0.877], [-1.121, -0.855, -0.250], [-1.908, 0.014, 0.086], [0.402, -0.402, -0.405], [-4.972, 1.179, 3.282], [-0.998, -2.442, 0.239], [0.482, 0.410, -0.134], [0.189, -0.537, -0.127], [-3.104, 0.822, 0.822], [-2.041, -0.799, 3.162], [0.659, -0.172, 0.537], [2.742, 5.800, -2.641], [-1.100, 2.998, 1.944], [0.634, 0.578, -0.424], [1.697, -1.756, 0.339], [-2.187, 1.668, 1.549], [5.562, -2.257, -3.584], [1.936, 0.952, -0.246], [-0.833, 2.275, 1.717], [0.730, 1.548, -1.906], [0.631, 0.494, 1.063], [-1.218, -0.303, -0.383], [3.614, 2.949, 0.390], [-0.898, -1.166, -4.514], [0.513, 0.005, 1.902], [-1.144, 0.140, -0.332], [3.351, -1.652, -1.699], [-0.646, -1.834, -2.355], [-1.726, -6.549, 3.117], [1.403, -1.312, -0.130], [1.974, -1.349, -0.762]], "mulliken_charge": [0.328, 0.339, 0.350, 0.368, 0.347, 0.900, 0.412, 0.176, 0.209, 0.360, 0.251, -0.624, -1.183, 0.297, 0.387, -0.009, 0.355, -1.286, -0.822, -0.547, 0.603, 0.744, 0.442, 0.395, 0.399, -0.365, -0.626, 0.383, 0.427, -0.457, -1.288, -1.229, 0.350, -0.383], "lumo_energy_ev": 0.820, "smiles": "CCN(C)C(C)=O.Cc1ccc(O)cc1", "homo_lumo_gap_ev": 9.1, "total_energy_ev": -18333.0010, "e_homo_ev": -8.33, "charge": 0}